Density functional theory data (ωB97M-V/def2-TZVPD) for C2H3FLuO3 as an isolated structure.

- total charge = +3

Each line ends with the Löwdin charge.
Positions of all 10 atoms, in Å:
H  -0.6430  -2.2330  0.5415  0.216
O  1.1943  -1.4067  0.2850  -0.040
C  -0.0139  -1.3410  0.3921  0.043
C  -0.7475  -0.0305  0.0664  -0.118
F  -1.5406  0.2929  1.1000  0.199
H  -1.4258  -0.2475  -0.7744  0.223
O  0.5204  1.0621  0.3104  -0.242
Lu  2.6171  0.2907  0.3483  2.486
O  -0.1432  1.4446  -0.8558  0.036
H  0.1823  2.1685  -1.4135  0.198

Density functional theory data (ωB97M-V/def2-TZVPD) for C12H19AsO5PdS2 as an isolated structure.

- total charge = 0

Each line ends with the Löwdin charge.
Positions of all 40 atoms, in Å:
Pd  0.9685  0.1232  0.4752  0.790
C  -0.5128  -0.2621  -3.4785  -0.001
C  -0.2553  -0.7717  -2.0832  -0.339
O  0.2391  0.1114  -1.3216  -0.238
C  -0.5781  -2.0902  -1.7259  -0.111
C  -1.2466  -2.9522  -2.6450  -0.044
C  -1.6158  -4.2104  -2.2947  -0.095
C  -1.3274  -4.6709  -0.9816  -0.071
C  -0.6826  -3.8924  -0.0758  0.003
C  -0.2536  -2.5632  -0.4160  -0.337
O  0.3996  -1.9002  0.4367  -0.127
H  -0.1238  0.7490  -3.5596  0.084
H  -1.5823  -0.2614  -3.6941  0.094
H  -0.0319  -0.9002  -4.2192  0.093
H  -1.4718  -2.5938  -3.6407  0.104
H  -2.1259  -4.8534  -2.9980  0.098
H  -1.6318  -5.6706  -0.6939  0.106
H  -0.4580  -4.2370  0.9244  0.120
C  3.1128  -1.5436  2.7806  -0.152
S  1.8951  -0.3504  3.2601  0.384
O  2.0541  0.8175  2.2939  -0.521
O  2.1862  -0.0100  4.6286  -0.322
O  0.6026  -0.9007  2.9449  -0.383
H  4.1017  -1.1224  2.9463  0.065
H  2.9751  -1.8156  1.7366  0.048
H  2.9704  -2.4183  3.4115  0.068
C  -1.5620  2.8865  -0.7999  -0.242
As  -0.0623  3.1314  0.3824  0.739
C  0.1573  5.0410  0.5301  -0.247
C  -0.6514  2.6230  2.1362  -0.240
S  1.7041  2.1678  -0.2632  0.307
H  -2.3390  3.5948  -0.5142  0.039
H  -1.9342  1.8684  -0.7121  0.036
H  -1.2368  3.0633  -1.8225  0.040
H  -0.8035  5.4860  0.7831  0.040
H  0.5223  5.4525  -0.4088  0.039
H  0.8840  5.2454  1.3130  0.044
H  -1.4541  3.3211  2.3807  0.042
H  0.1810  2.7115  2.8300  0.046
H  -1.0127  1.5971  2.1542  0.038

Calculated Kohn-Sham gap (eV), listed in the same order as above: 8.2, 7.6
Calculated relative energy (zero: lowest compared OMol25 entry of this formula, charge and spin) (kcal per mole), listed in the same order as above: 61.1, 12.3
Calculated max |F| (eV/Å), listed in the same order as above: 6.3, 1.3